# 1
132
Properties=species:S:1:pos:R:3 method="wB97M-V/def2-TZVPD" e_above_lowest_kj_mol=111.41 homo_energy_ha=-0.162 energy_ha=-2716.0324 total_charge=-1 molar_mass_g_mol=785.03
Na 2.06304 -0.99493 0.50908
C 3.09484 2.34012 -2.13061
C 2.55177 1.44809 -1.21018
C 1.25698 1.84700 -0.43741
O 0.87107 0.95365 0.44463
C 0.64283 3.05637 -0.71803
C 1.19431 4.02560 -1.67458
C 2.46713 3.61392 -2.42051
O 2.98572 4.39683 -3.19813
O 0.59236 5.05003 -2.01952
O 3.05700 0.32133 -0.89271
H 4.07106 2.07472 -2.54019
H -0.24403 3.31162 -0.25766
C -0.87535 -6.49331 -1.14070
C -1.48426 -6.19023 -2.51417
C -1.29215 -4.68572 -2.86681
O -1.84971 -3.93958 -1.80834
C -1.83327 -2.55355 -2.05769
N -0.80999 -6.96319 -3.55371
H -0.91341 -7.58742 -0.97553
H -1.50984 -6.07719 -0.36470
H 0.15833 -6.13960 -1.09062
H -2.51516 -6.47501 -2.56465
H -1.79358 -4.42736 -3.74583
H -0.16619 -4.52323 -2.95763
H -2.26894 -2.31666 -3.10041
H -0.82274 -2.08742 -1.98535
H -2.58040 -2.11112 -1.37619
H 0.18319 -6.73143 -3.69085
H -1.19056 -6.77294 -4.46261
C 2.67634 -4.23890 -2.37620
C 3.18879 -2.87354 -2.44008
C 2.15028 -1.96197 -3.06964
O 1.68442 -2.62012 -4.27273
C 1.17927 -1.72830 -5.20515
N 3.50220 -2.36332 -1.08941
H 1.90126 -4.45770 -1.69276
H 3.52533 -4.89797 -2.06229
H 2.40325 -4.44989 -3.35989
H 4.08247 -2.95615 -3.13349
H 2.58578 -1.02339 -3.39529
H 1.28165 -1.81575 -2.34194
H 1.00788 -2.19279 -6.17158
H 1.78198 -0.82321 -5.25275
H 0.21327 -1.36590 -4.81543
H 4.04465 -1.48659 -1.22268
H 4.17170 -3.08116 -0.69621
C -2.22558 1.80904 4.81805
C -1.35187 1.72466 6.07694
C 0.14095 1.32376 5.76706
O 0.95746 1.34894 6.97756
C 2.29490 1.47472 6.80883
N -1.34645 3.01263 6.70723
H -2.37303 0.79246 4.36016
H -1.72675 2.48208 4.12621
H -3.23978 2.10314 5.08583
H -1.77261 1.02164 6.77791
H 0.61127 2.05653 5.13395
H 0.08267 0.35672 5.32466
H 2.50992 2.07926 5.91377
H 2.69244 0.48870 6.77246
H 2.71604 1.97158 7.67814
H -1.21484 3.80276 6.05097
H -0.62555 3.04008 7.40496
C -0.52855 -3.86210 2.82392
C -0.40524 -2.41303 3.06529
C 0.79108 -2.05233 3.91927
O 0.49911 -2.40895 5.30865
C 1.66142 -2.24764 6.09952
N -0.19023 -1.77474 1.71718
H 0.31334 -4.24384 2.25331
H -1.45509 -4.03434 2.27469
H -0.79618 -4.42134 3.72193
H -1.32561 -1.96895 3.51591
H 0.88171 -0.91939 3.80350
H 1.65278 -2.61702 3.60686
H 1.30589 -1.92263 7.09315
H 2.36249 -1.55622 5.62456
H 2.19324 -3.22277 6.20149
H -0.19915 -0.78936 1.79268
H -0.95409 -2.02617 1.03970
C -0.05859 2.22964 -5.80186
C -0.80556 2.66591 -4.54140
C -1.99483 3.44759 -5.01985
O -2.87324 2.58381 -5.84162
C -4.23839 2.89666 -5.64265
N -1.24989 1.57323 -3.57302
H 0.08502 3.13990 -6.41270
H -0.68336 1.49367 -6.30797
H 0.99087 1.82635 -5.61080
H -0.09901 3.30642 -3.98592
H -1.57127 4.34059 -5.47987
H -2.66750 3.71469 -4.17621
H -4.41544 3.93535 -5.69090
H -4.50798 2.63284 -4.62413
H -4.88578 2.43341 -6.39299
H -0.50888 1.45537 -2.89814
H -1.34079 0.75523 -4.10809
C 4.71982 2.24454 1.57927
C 3.74519 2.47151 2.80902
C 3.19636 3.93763 2.65413
O 2.39398 4.23160 3.80161
C 1.09103 4.61762 3.52275
N 2.72291 1.46974 2.74228
H 4.19165 2.41328 0.64822
H 4.96805 1.13384 1.56391
H 5.62407 2.86679 1.79498
H 4.29125 2.39724 3.72439
H 2.56686 3.93886 1.75440
H 3.96061 4.68981 2.58094
H 0.49397 4.68661 4.41577
H 0.56671 3.88332 2.89887
H 0.94928 5.56791 2.95648
H 2.04594 1.69266 1.93052
H 2.27620 1.19574 3.59040
C -3.69944 2.54789 0.31260
C -3.43060 1.03167 0.04686
C -4.30215 0.61996 -1.15394
O -4.34546 -0.74950 -1.27756
C -4.94771 -1.11063 -2.49090
N -2.01901 0.64596 -0.19003
H -3.64826 2.69321 1.39542
H -4.69022 2.76800 -0.01682
H -3.01688 3.18928 -0.26117
H -3.70047 0.43698 0.92830
H -3.80589 1.06258 -2.04425
H -5.29279 1.03144 -1.03081
H -4.79774 -2.13507 -2.72117
H -4.53922 -0.56495 -3.33649
H -5.99173 -0.90132 -2.51876
H -1.81376 0.99826 -1.10248
H -1.29463 1.12627 0.35416

---

# 2
146
Properties=species:S:1:pos:R:3 method="wB97M-V/def2-TZVPD" e_above_lowest_kj_mol=29.70 homo_energy_ha=-0.457 energy_ha=-4793.7563 total_charge=+2 molar_mass_g_mol=1067.72
Mg 0.52186 -4.26705 -1.62829
Mg 0.06751 1.16608 -3.46251
C 1.23361 -0.37113 0.40872
F 0.40401 -0.08274 1.36741
F 1.90088 0.66815 -0.03187
F 2.12725 -1.27540 0.82343
S 0.20308 -1.15984 -0.99889
O -1.12926 -1.25413 -0.50276
O 0.41339 -0.26075 -2.13527
O 0.83924 -2.48050 -1.22866
C 0.40771 4.08062 -0.19053
F -0.89907 4.16583 0.04025
F 1.08986 5.06912 0.34360
F 0.81564 2.93135 0.34487
S 0.67443 4.18798 -2.06051
O 2.08093 4.42544 -2.28773
O 0.31432 2.83747 -2.55636
O -0.22499 5.24428 -2.49977
C -4.37077 -1.85722 -0.91786
O -5.70516 -1.87309 -1.33822
C -6.23009 -0.54775 -1.43008
C -7.69906 -0.64921 -1.78934
O -8.04601 -1.88400 -2.42884
C -9.34127 -1.76760 -3.00983
H -3.93362 -2.84045 -1.14574
H -4.19654 -1.80825 0.16080
H -3.71958 -1.17366 -1.46334
H -5.78912 -0.01527 -2.28324
H -6.14680 -0.09083 -0.44534
H -8.06749 0.20951 -2.35464
H -8.27768 -0.71394 -0.85818
H -9.20168 -1.25616 -3.96736
H -10.10577 -1.25809 -2.42095
H -9.69033 -2.77552 -3.22589
C -0.04017 5.52887 5.66491
O -0.66229 4.79664 4.62387
C 0.12210 4.56596 3.49611
C 1.36564 3.70520 3.65358
O 0.95240 2.37874 3.97546
C 1.92980 1.40886 3.68717
H 0.98797 5.29794 5.93024
H -0.74682 5.61324 6.48882
H -0.08822 6.57793 5.31347
H 0.42146 5.54488 3.08911
H -0.50081 4.10996 2.72643
H 1.96131 4.09092 4.49136
H 2.06037 3.83590 2.82140
H 2.67478 1.38066 4.49065
H 2.36685 1.49655 2.69039
H 1.48642 0.41645 3.78893
C 1.74884 -5.24668 6.40860
O 1.21633 -4.17409 7.17338
C -0.17579 -3.98637 6.92338
C -0.39904 -2.99945 5.79333
O 0.26740 -3.34745 4.61123
C 0.15645 -2.38427 3.59279
H 1.26667 -5.40154 5.44655
H 1.71899 -6.11979 7.07035
H 2.81333 -5.11932 6.19203
H -0.74735 -3.77557 7.82269
H -0.62054 -4.92536 6.55991
H -0.03508 -2.03579 6.17668
H -1.48627 -2.89519 5.66986
H 0.92260 -2.66296 2.85885
H 0.43130 -1.36507 3.86540
H -0.83540 -2.49121 3.14178
C 5.70001 1.44266 -2.24416
O 6.60427 0.75754 -1.42443
C 7.23747 1.50607 -0.42176
C 6.34603 2.34918 0.50354
O 5.62614 3.32903 -0.25982
C 4.38664 3.66307 0.32412
H 6.00574 2.44666 -2.55050
H 4.75773 1.47737 -1.68276
H 5.40166 1.02343 -3.21181
H 7.97235 2.18821 -0.85780
H 7.74334 0.82590 0.26264
H 6.99761 2.95975 1.13298
H 5.63072 1.71215 1.03119
H 4.46165 3.91184 1.38855
H 3.67957 2.82592 0.25927
H 4.02929 4.52968 -0.22735
C -6.05185 1.35025 3.27067
O -5.41492 1.16718 2.03090
C -4.65624 0.00916 1.93128
C -3.16169 0.24754 2.17141
O -3.03024 0.77946 3.49192
C -1.85465 1.56089 3.61117
H -6.45333 0.45128 3.75443
H -6.94358 1.96723 3.14897
H -5.41840 1.81247 4.03011
H -4.76802 -0.44511 0.93988
H -4.91486 -0.78951 2.63736
H -2.76383 0.96034 1.43994
H -2.57596 -0.68335 2.22383
H -1.88663 2.01020 4.60132
H -1.72914 2.34114 2.85754
H -0.94432 0.95254 3.55202
C 2.72360 -0.30762 -3.70205
O 2.01849 0.89692 -3.95589
C 2.79690 2.05065 -4.34564
C 3.63774 1.92125 -5.60034
O 2.88157 1.94851 -6.78401
C 3.64937 1.71739 -7.94591
H 3.31570 -0.28540 -2.78474
H 3.44046 -0.45040 -4.51321
H 2.08102 -1.18115 -3.72433
H 3.46113 2.23014 -3.49362
H 2.17060 2.94036 -4.30494
H 4.11386 0.92733 -5.57647
H 4.50195 2.59109 -5.56600
H 4.70893 1.95560 -7.82814
H 3.31082 2.38217 -8.74319
H 3.50769 0.69589 -8.30900
C -1.45674 -5.22345 0.78797
O -0.10241 -4.81229 0.33341
C 0.88637 -5.35275 1.20654
C 2.20217 -4.71195 0.81832
O 2.36986 -4.89074 -0.61192
C 3.73762 -4.63605 -1.00304
H -1.63838 -6.23744 0.44807
H -2.08107 -4.48022 0.28886
H -1.54826 -5.02867 1.85192
H 1.02759 -6.42595 1.05923
H 0.78536 -5.08360 2.26075
H 3.05652 -5.11788 1.35902
H 2.20262 -3.63399 1.00526
H 3.93436 -4.94404 -2.02748
H 4.39875 -5.13338 -0.29845
H 3.91025 -3.55546 -0.97112
C 0.35217 -0.48887 -6.13742
O -0.32835 -0.08453 -4.93275
C -1.75739 -0.37876 -5.06287
C -2.45020 -0.11829 -3.70691
O -1.80576 1.04614 -3.14792
C -2.64149 1.71985 -2.13841
H 1.40720 -0.28129 -5.97822
H -0.01670 0.10646 -6.96957
H 0.27966 -1.56792 -6.27653
H -1.86455 -1.44865 -5.24435
H -2.08175 0.27217 -5.87289
H -2.06198 -0.88280 -3.03013
H -3.51080 -0.07200 -3.93609
H -2.14605 1.51569 -1.18764
H -3.65649 1.33889 -2.10292
H -2.58715 2.77700 -2.38564

---

# 3
129
Properties=species:S:1:pos:R:3 method="wB97M-V/def2-TZVPD" e_above_lowest_kj_mol=0.00 homo_energy_ha=-0.056 energy_ha=-2274.1471 total_charge=-1 molar_mass_g_mol=702.06
C 6.54276 3.26489 0.18204
C 5.48007 3.46816 -0.87407
C 5.04048 4.87429 -1.13844
C 4.94657 2.44666 -1.59064
C 4.16644 1.26896 -1.07701
C 4.15499 1.05563 0.44436
C 2.78842 1.22758 1.13554
C 1.66370 0.43392 0.47943
C 2.44263 2.72804 1.34806
C 1.35220 3.29657 0.42821
N 1.66390 3.13040 -0.95873
N 0.46198 2.89807 -1.71427
H 7.43923 3.75802 -0.20637
H 6.31129 3.66546 1.17713
H 6.78399 2.20531 0.25399
H 5.85800 5.60012 -1.01553
H 4.66111 4.98295 -2.15637
H 4.23653 5.12285 -0.44301
H 5.02446 2.50285 -2.67846
H 3.16391 1.40993 -1.49089
H 4.57813 0.35176 -1.53278
H 4.86461 1.70367 0.95246
H 4.48912 0.03141 0.65354
H 2.91012 0.80074 2.14044
H 1.79670 -0.63514 0.68114
H 1.53455 0.65122 -0.57788
H 0.72122 0.70089 0.96823
H 3.35321 3.33311 1.31733
H 2.05687 2.80850 2.37446
H 0.37385 2.85974 0.71986
H 1.27767 4.38913 0.69991
H -0.13251 3.72711 -1.69733
H -0.11173 2.15264 -1.29068
C -1.55934 -6.51494 3.79787
O -0.37513 -6.03351 3.20276
C -0.22653 -6.37499 1.82969
C -0.32799 -5.15303 0.94390
N -1.68807 -4.63068 0.92612
C -1.82582 -3.33295 0.26092
C -1.11296 -2.14124 0.88454
O -1.63209 -1.75009 2.14419
C -1.08656 -2.41741 3.26163
H -1.49543 -6.30451 4.86440
H -2.45202 -6.02064 3.39830
H -1.66268 -7.59685 3.65987
H -0.96279 -7.12978 1.53324
H 0.76911 -6.81257 1.71156
H -0.03780 -5.43067 -0.07457
H 0.39702 -4.41403 1.31019
H -2.00858 -4.53808 1.88183
H -2.89259 -3.10429 0.22627
H -1.49638 -3.43741 -0.77722
H -1.27248 -1.28745 0.22193
H -0.02760 -2.27925 0.94423
H -0.04227 -2.69778 3.09727
H -1.66305 -3.31096 3.52856
H -1.12774 -1.73076 4.10816
C 4.19375 1.17062 9.15144
O 2.79520 1.36093 9.14604
C 2.38691 2.69902 8.88393
C 1.69628 2.81063 7.54267
N 2.63844 2.62196 6.45082
C 2.02186 2.50392 5.12838
C 1.12409 1.29988 4.86978
O 1.80350 0.05554 4.86183
C 1.96090 -0.56349 6.11826
H 4.38125 0.15191 9.48766
H 4.63025 1.29501 8.15471
H 4.68636 1.86361 9.84175
H 3.23767 3.38526 8.93784
H 1.67831 2.97926 9.66936
H 1.24850 3.80551 7.45625
H 0.88267 2.07079 7.52751
H 3.17620 1.78323 6.62868
H 2.83195 2.46958 4.39821
H 1.45329 3.41552 4.92239
H 0.71234 1.41859 3.86424
H 0.26664 1.26009 5.55462
H 1.13168 -0.33107 6.79418
H 2.90352 -0.28309 6.60066
H 1.98364 -1.64211 5.95394
C -2.19814 -5.77363 -6.43256
O -3.26936 -6.56660 -5.96158
C -2.87573 -7.80604 -5.38825
C -3.13922 -7.82573 -3.89831
N -2.23602 -6.92710 -3.19579
C -2.55789 -6.72020 -1.78571
C -3.87157 -6.03211 -1.44370
O -3.93120 -4.67439 -1.83495
C -4.35612 -4.43711 -3.16154
H -2.63045 -4.92451 -6.95871
H -1.57429 -5.39634 -5.61553
H -1.56701 -6.33382 -7.12985
H -1.82311 -8.01952 -5.59781
H -3.47790 -8.58771 -5.86151
H -2.98991 -8.84331 -3.52334
H -4.19546 -7.56019 -3.74711
H -2.24595 -6.02841 -3.66144
H -1.75910 -6.11518 -1.35485
H -2.52958 -7.69047 -1.27740
H -3.95296 -6.02962 -0.35467
H -4.74519 -6.57769 -1.82540
H -5.06371 -5.19771 -3.50496
H -3.51384 -4.38737 -3.85868
H -4.85124 -3.46589 -3.17866
C -3.71783 5.20979 -7.67757
O -2.66680 6.00956 -7.18365
C -3.08703 7.21337 -6.55574
C -2.81720 7.18371 -5.06717
N -3.69507 6.23836 -4.39290
C -3.35918 5.99622 -2.99062
C -2.02393 5.33123 -2.67824
O -1.93364 3.99332 -3.11000
C -1.49085 3.80098 -4.43515
H -3.26703 4.39489 -8.24170
H -4.32357 4.78146 -6.87157
H -4.37139 5.78054 -8.34667
H -4.14651 7.40814 -6.75200
H -2.50719 8.02783 -7.00080
H -2.99192 8.18373 -4.65728
H -1.75528 6.94036 -4.92677
H -3.65948 5.35476 -4.88587
H -4.14557 5.35860 -2.57895
H -3.41140 6.95008 -2.45412
H -1.92611 5.29830 -1.58919
H -1.16762 5.91106 -3.04493
H -0.79475 4.58400 -4.74823
H -2.32848 3.75138 -5.14300
H -0.96706 2.84636 -4.46010